1.
# C3H3NO3

2 unconnected molecules or ions with the total composition C3H3NO3 (the ωB97M-V functional and the def2-TZVPD basis, the Open Molecules 2025 dataset).

Structure (XYZ):
```
10
Properties=species:S:1:pos:R:3:nbo_charge:R:1
O 1.95 -1.19 -0.54 -0.38
C 1.87 -0.47 0.34 0.75
C 1.77 0.67 0.92 -0.46
N 1.10 1.71 0.34 0.14
O 0.33 1.66 -0.57 -0.31
H 2.13 0.99 1.86 0.25
C -2.25 -0.81 -0.63 0.29
O -1.74 -0.09 0.18 -0.49
H -2.96 -0.47 -1.35 0.11
H -2.20 -1.99 -0.55 0.09
```

Properties
E_LUMO   -0.003 Eh
Frontier orbital gap   8.68 eV
Electronic energy   -10787.1014 eV
Energy above the lowest of the compared OMol25 structures with the same formula, charge and spin   129.1 kcal per mole

2.
# C3H3NO3

A molecular structure, C3H3NO3 (the ωB97M-V functional and the def2-TZVPD basis, the Open Molecules 2025 dataset).

Structure (XYZ):
```
10
Properties=species:S:1:pos:R:3:nbo_charge:R:1
C 0.53 -1.69 0.12 0.64
C 0.80 0.93 -0.33 -0.70
C 0.31 -0.46 -0.12 -0.24
N -1.48 -0.19 0.23 0.57
O 0.92 -2.80 0.54 -0.43
O -1.64 1.00 0.36 -0.34
O -2.26 -1.08 0.36 -0.32
H 0.10 1.18 -1.38 0.26
H 0.59 1.74 0.60 0.28
H 2.13 1.37 -0.39 0.28
```

Properties
E_LUMO   -0.053 Eh
Frontier orbital gap   8.53 eV
Electronic energy   -10784.3125 eV
Energy above the lowest of the compared OMol25 structures with the same formula, charge and spin   193.4 kcal per mole

3.
# C3H3NO3S

2 unconnected molecules or ions with the total composition C3H3NO3S (the ωB97M-V functional and the def2-TZVPD basis, the Open Molecules 2025 dataset).

Structure (XYZ):
```
11
Properties=species:S:1:pos:R:3:nbo_charge:R:1
C 2.37 -0.35 -0.23 0.61
C -0.77 0.21 -0.09 -0.13
C -2.35 -0.24 0.02 0.39
H 3.13 0.11 -0.93 0.16
H -0.61 -1.87 -0.78 0.37
H -3.18 0.61 -0.14 0.19
N 0.13 -0.83 0.04 -0.27
O 2.52 -0.22 1.03 -0.54
O 1.19 -0.72 -0.92 -0.39
O -2.37 -1.40 0.37 -0.49
S -0.41 1.75 -0.03 0.09
```

Properties
E_LUMO   -0.042 Eh
Frontier orbital gap   8.10 eV
Electronic energy   -21621.2888 eV
Energy above the lowest of the compared OMol25 structures with the same formula, charge and spin   152.2 kcal per mole

4.
# C3H3NO4

A molecular structure, C3H3NO4 (the ωB97M-V functional and the def2-TZVPD basis, the Open Molecules 2025 dataset).

Structure (XYZ):
```
11
Properties=species:S:1:pos:R:3:nbo_charge:R:1
C -0.66 0.70 -0.01 0.32
C 1.45 -0.01 -0.04 0.87
C -0.79 -0.70 0.04 0.38
H -2.40 1.04 -0.25 0.49
H 0.99 2.11 0.47 0.42
H -2.07 -1.49 1.24 0.50
N 0.64 1.08 -0.23 -0.61
O -1.72 1.67 0.06 -0.65
O 2.65 -0.10 0.30 -0.59
O 0.65 -1.05 -0.37 -0.50
O -1.71 -1.67 0.04 -0.62
```

Properties
E_LUMO   -0.026 Eh
Frontier orbital gap   7.96 eV
Electronic energy   -12835.4709 eV
Energy above the lowest of the compared OMol25 structures with the same formula, charge and spin   111.9 kcal per mole